[1]
A 12-piece molecular cluster, C4H33NO11S overall, computed with ωB97M-V/def2-TZVPD.

Values from the calculation:
ΔE to the lowest compared entry with this formula, charge and spin = 500.02 kJ/mol
Kohn-Sham gap = 8.67 eV
Strongest force on any atom = 9.4 eV/Å
Total energy = -1452.6275 Eh

The geometry in ORCA input format:
```
! RIJCOSX wB97M-V def2-TZVPD def2/J DEFGRID3
* xyz 0 1
C 0.13530 1.73401 -1.62625
C 0.12343 1.28171 -0.21326
N 0.69588 -0.03767 -0.01798
C 0.83186 2.22543 0.66944
C 0.85200 1.81538 2.17770
S 0.36721 2.93914 3.47086
H 1.07053 1.64231 -2.07138
H -0.27581 2.71384 -1.66391
H -0.36014 1.04261 -2.33587
H -1.06448 1.34557 0.09201
H -0.01422 -0.76268 0.23130
H 1.18386 -0.26170 -0.86431
H 1.79372 2.45935 0.36320
H 0.48875 3.26192 0.51008
H 0.19877 0.88311 2.22688
H 1.85396 1.61509 2.38247
H -0.70149 2.38282 4.05593
O 3.28313 2.20561 -2.45015
H 2.50831 2.92265 -2.40092
H 2.95833 1.32017 -2.73388
O -0.62488 -2.74970 0.79500
H -1.40770 -2.49826 0.31326
H -0.54539 -2.10809 1.54718
O -2.60602 -0.14823 2.70682
H -2.05973 -0.14627 1.88042
H -3.59016 -0.09866 2.49458
O 2.35342 -2.79068 0.51983
H 1.49261 -3.18030 0.78100
H 2.46636 -2.22716 1.30096
O -3.13930 -1.36986 -0.58723
H -2.95041 -0.50354 -0.59541
H -4.00056 -1.63096 -0.42694
O 2.28631 0.43931 -4.10892
H 1.62603 1.14968 -4.17760
H 1.98319 -0.45783 -4.38223
O 0.90380 -1.61187 -3.57589
H 1.11474 -2.46454 -3.79077
H 1.49105 -1.41600 -2.80539
O -1.64434 -2.59418 3.14660
H -2.06384 -1.71105 3.04768
H -2.17966 -3.24901 2.63298
O 2.32516 -1.56695 -1.57849
H 2.45777 -2.40652 -1.53608
H 3.17976 -1.11094 -1.74461
O -1.59627 -2.26094 -2.46509
H -0.76100 -2.04677 -2.81420
H -2.06228 -1.92732 -1.64712
O -3.92271 1.70197 1.09690
H -3.75769 2.55168 0.75788
H -3.42161 1.77926 1.92411
*
```

Atomic partial charges in e from the Mulliken method, atoms 1 to 8: atom 1 (C): -1.1620, atom 2 (C): 2.1410, atom 3 (N): 0.0039, atom 4 (C): -1.4020, atom 5 (C): -0.3511, atom 6 (S): -0.2377, atom 7 (H): -0.6535, atom 8 (H): 0.6045



[2]
A 2-piece molecular cluster, C9H14 overall, computed with ωB97M-V/def2-TZVPD.

Values from the calculation:
ΔE to the lowest compared entry with this formula, charge and spin = 80.69 kJ/mol
Kohn-Sham gap = 9.94 eV
Strongest force on any atom = 2.6 eV/Å
Total energy = -351.2995 Eh

The geometry in ORCA input format:
```
! RIJCOSX wB97M-V def2-TZVPD def2/J DEFGRID3
* xyz 0 1
C -3.26462 -1.48304 1.82065
C -2.44620 -1.08147 0.63053
C -2.38784 0.29808 0.40960
C -1.42642 0.79454 -0.45304
C -0.55123 -0.14433 -1.03719
C -0.61511 -1.51737 -0.76899
C -1.58700 -2.00690 0.10735
H -2.78727 -1.25333 2.80282
H -3.54713 -2.56932 1.83976
H -4.18817 -0.89074 1.94248
H -3.04325 0.96113 0.91513
H -1.28558 1.86755 -0.58693
H 0.11315 0.23022 -1.86947
H 0.17363 -2.17374 -1.16427
H -1.69607 -3.11607 0.26884
C 3.82378 1.35459 -1.35105
C 3.35371 1.66808 0.09565
H 4.78475 0.90666 -1.26342
H 3.16837 0.66059 -1.85067
H 3.90267 2.31595 -1.88344
H 2.55854 0.94960 0.34137
H 4.04247 1.57048 0.92769
H 2.90482 2.65884 0.12660
*
```

Atomic partial charges in e from the Mulliken method, atoms 1 to 8: atom 1 (C): -1.3274, atom 2 (C): 1.0008, atom 3 (C): -0.4792, atom 4 (C): -0.5208, atom 5 (C): -0.3306, atom 6 (C): -0.4507, atom 7 (C): -0.5357, atom 8 (H): 0.2728



[3]
A 2-piece molecular cluster, C2H9N2O3P overall, computed with ωB97M-V/def2-TZVPD.

Values from the calculation:
ΔE to the lowest compared entry with this formula, charge and spin = 265.58 kJ/mol
Kohn-Sham gap = 9.23 eV
Strongest force on any atom = 6.6 eV/Å
Total energy = -758.1426 Eh

The geometry in ORCA input format:
```
! RIJCOSX wB97M-V def2-TZVPD def2/J DEFGRID3
* xyz 0 1
C 2.88031 0.91104 0.14941
O 1.82822 0.25783 -0.53168
P 1.14859 -1.23527 -0.16214
O 0.27783 -0.97232 1.18522
O -0.02056 -0.99944 -1.31080
H 2.70169 1.86629 0.16451
H 3.85659 0.82983 -0.32256
H 2.98216 0.37374 1.12799
H -0.08181 -0.05783 1.29945
H 0.16577 -0.74419 -2.27740
C -2.16503 0.97851 -0.27421
N -2.85195 -0.05596 -0.35494
N -2.49510 -1.13213 0.41504
H -2.64739 1.92172 -0.50692
H -1.11672 1.16337 0.26248
H -2.81480 -2.05265 0.13556
H -1.64781 -1.05253 1.00095
*
```

Atomic partial charges in e from the Mulliken method, atoms 1 to 8: atom 1 (C): -0.6346, atom 2 (O): -0.2753, atom 3 (P): 0.2520, atom 4 (O): -0.3840, atom 5 (O): -0.3613, atom 6 (H): 0.2895, atom 7 (H): 0.2574, atom 8 (H): 0.2512



[4]
A 7-piece molecular cluster, C17H37F3N7O14S overall, computed with ωB97M-V/def2-TZVPD.

Values from the calculation:
⟨S²⟩ = 0.75
Kohn-Sham gap (spin up / spin down) = 8.16 / 8.16 eV
Strongest force on any atom = 5.7 eV/Å
Total energy = -2803.4923 Eh

The geometry in ORCA input format:
```
! RIJCOSX wB97M-V def2-TZVPD def2/J DEFGRID3
* xyz 0 2
C -1.70197 1.49222 -2.37107
C -1.55974 -0.15527 -2.27502
C -1.33135 -0.66161 -3.85283
C -0.18494 -0.55615 -1.47685
C -0.28810 -1.92232 -0.57335
S 1.24308 -1.92230 0.56931
C -0.24236 -3.32279 -1.43153
O 0.99259 -4.02877 -1.05493
C 1.83436 -4.31202 -2.23186
F 2.12425 -3.04655 -3.00196
F 1.19582 -5.32720 -3.14432
F 3.15261 -4.78950 -1.72678
C -1.60199 -1.76341 0.39530
C -2.87637 -0.99597 -0.29341
C -3.12805 0.40188 0.52489
C -4.20800 -1.95847 0.01857
N -2.81016 -0.85915 -1.79768
O -3.94248 -0.25114 -2.26611
H -2.57864 1.83911 -3.09937
H -1.72642 2.03040 -1.33218
H -0.70340 1.86537 -2.90861
H -0.23169 -0.46853 -4.23279
H -2.03992 0.04638 -4.49630
H -1.69833 -1.76977 -4.00382
H 0.13191 0.41009 -0.85594
H 0.69663 -0.71906 -2.25923
H 0.81937 -2.16762 1.89366
H -0.39745 -3.19861 -2.58681
H -1.15191 -3.98179 -1.03340
H -1.25203 -1.09313 1.31884
H -1.91733 -2.83136 0.76259
H -4.10112 0.99551 0.18561
H -3.34690 0.08867 1.65595
H -2.17084 1.10560 0.59097
H -4.11126 -2.25243 1.17159
H -4.21323 -2.94643 -0.61186
H -5.22254 -1.38661 -0.09438
C 1.92544 -4.31444 4.76236
N 1.81172 -2.83772 4.62113
O 0.80372 -2.39925 4.05485
O 2.73741 -2.16042 5.08285
H 1.04562 -4.78104 4.31403
H 2.83404 -4.62616 4.24315
H 1.98018 -4.54019 5.82925
C 5.60913 -3.38086 0.52107
N 4.70599 -3.14563 1.67977
O 4.39973 -4.12690 2.36702
O 4.33015 -1.98262 1.86679
H 5.85863 -4.44323 0.47754
H 5.07565 -3.07275 -0.38047
H 6.50744 -2.77983 0.67612
C -1.53132 4.87377 -5.74827
N -1.30774 3.96264 -4.59352
O -2.30853 3.47571 -4.05472
O -0.13397 3.76185 -4.26069
H -2.60510 4.95829 -5.92890
H -1.10629 5.84546 -5.48849
H -1.02778 4.43845 -6.61381
C 2.91620 2.29402 -3.11734
N 4.05169 3.09719 -3.64570
O 4.89592 2.50388 -4.32707
O 4.06340 4.30053 -3.36169
H 3.03411 1.25836 -3.44336
H 2.94405 2.36090 -2.02782
H 1.99516 2.72201 -3.51825
C -2.17790 1.98105 4.92861
N -2.73648 0.68533 4.45671
O -2.01589 -0.01158 3.73280
O -3.88243 0.40436 4.82642
H -1.16816 2.09702 4.52889
H -2.83153 2.77496 4.56148
H -2.15984 1.95415 6.02001
C 0.60370 5.89528 4.72232
N -0.11701 4.59476 4.66942
O -0.95495 4.37571 5.55195
O 0.17863 3.83061 3.74340
H 0.24496 6.46325 5.58343
H 1.66924 5.67782 4.82055
H 0.39091 6.42798 3.79325
*
```

Atomic partial charges in e from the Mulliken method, atoms 1 to 8: atom 1 (C): -0.5599, atom 2 (C): 1.0343, atom 3 (C): -1.3800, atom 4 (C): -0.9023, atom 5 (C): 0.8363, atom 6 (S): -0.1378, atom 7 (C): -0.3780, atom 8 (O): -0.3102



[5]
CH2ClNO3S2 as an isolated structure, computed with ωB97M-V/def2-TZVPD.

Values from the calculation:
ΔE to the lowest compared entry with this formula, charge and spin = 58.45 kJ/mol
Kohn-Sham gap (spin up / spin down) = 8.73 / 8.73 eV
Strongest force on any atom = 4.2 eV/Å
Total energy = -1576.1958 Eh

The geometry in ORCA input format:
```
! RIJCOSX wB97M-V def2-TZVPD def2/J DEFGRID3
* xyz 0 1
C -1.14807 -0.34479 0.85185
N -1.52947 2.19942 1.17766
O -1.25314 0.89103 -1.40348
O 0.03377 0.99297 2.98663
O 0.78026 1.49947 0.69113
S -2.08686 0.69689 -0.26598
S -0.26561 1.12953 1.58067
Cl -2.70762 1.98338 2.29448
H -1.91046 -0.67350 1.58785
H -0.33839 -0.92012 0.58119
*
```

Atomic partial charges in e from the Mulliken method, atoms 1 to 8: atom 1 (C): -0.6747, atom 2 (N): -0.2244, atom 3 (O): -0.3988, atom 4 (O): -0.5353, atom 5 (O): -0.5027, atom 6 (S): 0.5860, atom 7 (S): 0.9765, atom 8 (Cl): -0.0572



> Which of these has the highest strongest force on any atom?

C4H33NO11S